C84H210N14 | the ωB97M-V functional and the def2-TZVPD basis

Geometry as ORCA input:
```
! wB97M-V def2-TZVPD RIJCOSX def2/J DEFGRID3
* xyz 0 1
C 3.61035 -0.81893 -4.62723
C 2.09939 -0.67842 -4.66184
N 1.33068 -1.97064 -4.66530
C 1.78692 -2.86630 -5.79910
C 0.92290 -4.11579 -5.73529
C -0.11383 -1.64793 -4.73270
C -0.58552 -1.21790 -6.13670
H 4.01736 -1.46174 -3.84669
H 4.07728 0.15189 -4.46115
H 4.06933 -1.16561 -5.55311
H 1.68716 -0.16690 -3.79207
H 1.81225 0.03395 -5.43526
H 1.70075 -2.44499 -6.80068
H 2.80771 -3.18476 -5.58771
H 1.14232 -4.60095 -4.78420
H -0.16041 -4.00762 -5.78859
H 1.30991 -4.83578 -6.45635
H -0.49720 -1.00786 -3.93808
H -0.65215 -2.52393 -4.37085
H -0.14054 -0.28410 -6.48034
H -1.63598 -0.94566 -6.23938
H -0.45327 -1.98444 -6.90026
C -5.93442 -1.83811 0.27016
C -4.74795 -2.73405 -0.10239
N -4.98309 -3.45013 -1.42782
C -5.90283 -4.54513 -1.19587
C -5.17335 -5.63589 -0.47245
C -3.80467 -3.82477 -2.16687
C -3.05968 -2.56525 -2.53276
H -6.90976 -2.28535 0.46193
H -6.17801 -1.12312 -0.51569
H -5.84843 -1.31846 1.22445
H -3.78188 -2.22952 -0.08661
H -4.49913 -3.36889 0.74801
H -6.74563 -4.21850 -0.58670
H -6.27458 -4.97606 -2.12549
H -5.98203 -6.12269 0.07269
H -4.76844 -6.38690 -1.15079
H -4.40270 -5.31511 0.22846
H -3.96307 -4.44796 -3.04701
H -3.14565 -4.43538 -1.54965
H -3.64687 -1.65635 -2.40161
H -2.73018 -2.61546 -3.57056
H -2.25294 -2.36003 -1.82909
C -7.15483 2.36223 4.89033
C -6.97543 1.17400 4.00600
N -6.90907 1.52134 2.49331
C -5.71557 2.21340 2.03918
C -4.46491 1.64208 2.67849
C -8.14149 2.04070 1.97908
C -9.20164 0.82375 1.88338
H -6.21398 2.90967 4.94703
H -7.24788 2.11342 5.94746
H -7.94633 3.02873 4.54769
H -6.11107 0.56944 4.28076
H -7.84044 0.56530 4.26935
H -5.75678 2.17497 0.95063
H -5.86563 3.27368 2.24262
H -3.59927 2.04341 2.15154
H -4.41661 1.92239 3.73073
H -4.58957 0.56446 2.57220
H -7.87374 2.33290 0.96368
H -8.52949 2.96806 2.40046
H -9.39358 0.26762 2.80097
H -9.07676 0.08199 1.09452
H -10.13998 1.27201 1.55673
C 9.19852 3.36680 1.99254
C 8.66858 2.59262 3.19708
N 7.25067 2.70667 3.43648
C 6.76193 3.91846 4.11301
C 7.44458 3.99915 5.51804
C 6.42338 2.28456 2.32116
C 5.39109 1.15078 2.81852
H 9.78312 4.23432 2.29874
H 8.37760 3.70934 1.36259
H 9.88523 2.77346 1.38883
H 8.84120 1.53622 2.99135
H 9.25518 2.74067 4.10376
H 5.69175 3.73754 4.21342
H 6.84628 4.83789 3.53368
H 6.84605 4.65606 6.14917
H 8.40811 4.49085 5.65198
H 7.54318 3.05664 6.05661
H 5.85192 3.15730 2.00513
H 6.94009 1.91548 1.43521
H 5.78973 0.16451 3.05613
H 4.83681 1.40693 3.72144
H 4.67057 1.01870 2.01136
C -7.60885 -6.80021 5.88632
C -6.90319 -6.06503 4.73420
N -6.47293 -4.71728 5.17934
C -5.55536 -4.88376 6.33852
C -4.15790 -5.21716 5.92559
C -5.97190 -3.87467 4.05570
C -5.58915 -2.49433 4.49827
H -8.13407 -7.66876 5.48901
H -8.39568 -6.21395 6.36098
H -7.01314 -7.23468 6.68911
H -6.06094 -6.63528 4.34239
H -7.69759 -5.86552 4.01501
H -5.56927 -3.94079 6.88506
H -5.87104 -5.39290 7.24915
H -3.59511 -5.37982 6.84478
H -4.18433 -6.20893 5.47414
H -3.70338 -4.46173 5.28460
H -6.69030 -3.73176 3.24850
H -5.13428 -4.44468 3.65374
H -5.59018 -1.68930 3.76340
H -4.60300 -2.54522 4.95982
H -6.32353 -2.14487 5.22398
C 5.41506 -2.59335 0.90263
C 4.61807 -3.92395 0.54836
N 4.91474 -4.58660 -0.76487
C 6.27429 -4.93718 -0.93233
C 6.41180 -6.04910 -1.99727
C 4.15086 -4.07627 -1.86823
C 2.83004 -4.75064 -2.02557
H 5.08858 -2.04478 1.78614
H 5.35974 -1.91386 0.05215
H 6.48321 -2.76574 1.03471
H 4.94293 -4.60466 1.33525
H 3.54320 -3.82275 0.69836
H 6.80927 -4.01003 -1.13792
H 6.60319 -5.38428 0.00577
H 7.43952 -6.34948 -2.20135
H 5.98722 -6.98443 -1.63260
H 5.97711 -5.81573 -2.96922
H 4.71502 -4.06932 -2.80084
H 3.92585 -3.00978 -1.85960
H 2.28682 -4.67728 -1.08343
H 2.96773 -5.81194 -2.23246
H 2.34947 -4.33906 -2.91313
C 2.98029 5.14994 3.65739
C 2.60231 3.77220 3.06147
N 1.96391 3.77324 1.72123
C 0.55100 4.31787 1.67606
C -0.38638 3.77722 2.73651
C 2.79286 4.20104 0.66861
C 2.44983 3.33523 -0.58584
H 3.67080 5.63384 2.96664
H 3.45971 5.06230 4.63236
H 2.03256 5.68734 3.69071
H 3.47940 3.12777 3.12077
H 1.88281 3.29079 3.72378
H 0.64984 5.40337 1.67294
H 0.04335 4.11987 0.73203
H -1.38412 4.21603 2.74432
H -0.29785 2.69103 2.75757
H -0.03057 4.06351 3.72622
H 3.83045 4.09560 0.98541
H 2.77604 5.27607 0.48937
H 2.89612 2.34933 -0.45570
H 2.88947 3.65108 -1.53191
H 1.37179 3.25922 -0.72786
C 6.06270 3.82869 -0.65287
C 7.31234 3.17790 -1.32118
N 6.92691 2.79625 -2.70359
C 5.96718 1.71216 -2.80085
C 6.51581 0.35127 -2.36509
C 8.12971 2.64815 -3.45089
C 8.86505 3.99666 -3.75319
H 6.23125 4.43212 0.23906
H 5.40448 3.05039 -0.26674
H 5.54207 4.49416 -1.34149
H 8.02937 3.99873 -1.30657
H 7.68549 2.27097 -0.84544
H 5.76539 1.76276 -3.87081
H 5.03676 1.95937 -2.28968
H 5.74862 -0.41169 -2.49708
H 6.83830 0.38522 -1.32445
H 7.36067 -0.05988 -2.91760
H 8.86137 1.93546 -3.07031
H 7.83106 2.25329 -4.42197
H 9.37124 4.29878 -2.83635
H 9.72429 3.89199 -4.41564
H 8.23847 4.78767 -4.16527
C -0.72128 1.06758 -1.15034
C -0.44210 0.59511 0.27917
N -0.41845 -0.86121 0.42874
C -0.38710 -1.32719 1.78155
C -1.19091 -2.50354 1.95802
C 0.39165 -1.59355 -0.54406
C 1.88604 -1.37892 -0.38272
H -1.17978 2.05644 -1.14532
H -1.41535 0.44413 -1.71399
H 0.26044 0.96719 -1.61321
H 0.47511 1.01843 0.68857
H -1.26360 0.82465 0.95782
H 0.64827 -1.52794 2.05690
H -0.61110 -0.55916 2.52187
H -0.97017 -3.37669 1.34404
H -1.03901 -2.77809 3.00188
H -2.24643 -2.29990 1.77771
H 0.02089 -1.38298 -1.54721
H 0.08421 -2.62324 -0.36152
H 2.34087 -2.04437 -1.11648
H 2.35579 -1.49309 0.59421
H 2.10063 -0.45659 -0.92250
C -9.28786 4.20237 -3.94577
C -9.04227 4.07653 -2.40037
N -7.58232 3.88839 -2.14537
C -7.07162 4.56038 -0.96258
C -6.76968 6.03274 -1.25287
C -7.13923 2.50708 -2.09914
C -5.71666 2.51532 -2.70740
H -8.81579 5.04596 -4.44936
H -10.35099 4.35681 -4.13024
H -9.07984 3.23295 -4.39861
H -9.32932 5.09804 -2.15092
H -9.78066 3.49870 -1.84451
H -7.79712 4.38298 -0.16868
H -6.08837 4.17506 -0.69269
H -6.67350 6.55350 -0.30016
H -5.81478 6.10487 -1.77352
H -7.53837 6.53486 -1.84032
H -7.80632 1.95552 -2.76161
H -7.30082 2.01749 -1.13878
H -4.91839 2.66184 -1.97980
H -5.49893 3.31735 -3.41270
H -5.55018 1.58931 -3.25774
C 3.08719 -1.47828 4.10875
C 2.48612 -2.88777 4.26467
N 2.45808 -3.42819 5.65321
C 1.57869 -4.55157 5.82705
C 0.14765 -4.11388 5.78807
C 3.73792 -3.55952 6.27000
C 4.45252 -4.82992 5.85621
H 4.08521 -1.38791 4.53757
H 2.52899 -0.84776 4.80082
H 3.09427 -1.06367 3.10070
H 1.46736 -2.80211 3.88666
H 2.91653 -3.65667 3.62308
H 1.90688 -5.33862 5.14812
H 1.73053 -4.90017 6.84859
H -0.03503 -3.73520 4.78243
H -0.49299 -4.98258 5.93981
H -0.09715 -3.31846 6.49199
H 3.58361 -3.66151 7.34420
H 4.48161 -2.77074 6.15673
H 3.86817 -5.74899 5.81191
H 5.32831 -4.98054 6.48740
H 4.99096 -4.62736 4.93038
C 0.02912 -11.29547 -0.48430
C -0.09497 -9.81172 -0.80809
N 0.89942 -9.00843 -0.16038
C 0.32656 -7.69622 0.13011
C -0.20727 -6.85788 -1.12862
C 2.19066 -8.90981 -0.92307
C 3.31374 -8.39103 0.02531
H -0.45364 -11.88424 -1.26430
H -0.27371 -11.57307 0.52531
H 1.03839 -11.68377 -0.62096
H -0.07363 -9.60048 -1.87721
H -1.13210 -9.52535 -0.63358
H 1.12393 -7.12372 0.60394
H -0.37007 -7.88147 0.94773
H -1.08689 -7.36394 -1.52644
H 0.56390 -6.72143 -1.88677
H -0.63257 -5.89732 -0.83789
H 2.36260 -9.90897 -1.32336
H 2.08636 -8.33487 -1.84321
H 3.37484 -8.84205 1.01573
H 4.26267 -8.56566 -0.48176
H 3.14540 -7.36399 0.34926
C -0.13998 4.62899 -5.52404
C 1.09673 5.58248 -5.69626
N 2.21561 5.25241 -4.82410
C 1.93520 5.40542 -3.38135
C 1.42706 6.81757 -2.90774
C 3.33492 6.09233 -5.24181
C 4.63047 5.40959 -4.78820
H -0.88492 4.70156 -6.31645
H -0.62791 4.71924 -4.55353
H 0.12974 3.58414 -5.67775
H 1.47635 5.45496 -6.71003
H 0.85918 6.63459 -5.53893
H 1.29390 4.56723 -3.10878
H 2.82410 5.25886 -2.76778
H 0.48066 7.17775 -3.31110
H 1.27899 6.88517 -1.82995
H 2.10907 7.64350 -3.10974
H 3.17538 7.08901 -4.83038
H 3.40589 5.92074 -6.31588
H 5.56925 5.78593 -5.19459
H 4.56794 4.35829 -5.06922
H 4.84520 5.41016 -3.71956
C -3.93012 9.02228 -0.81705
C -2.85676 7.97926 -0.97851
N -3.27339 6.97725 -1.98333
C -2.81447 5.66842 -1.55264
C -1.29562 5.50119 -1.47764
C -2.87541 7.39718 -3.37273
C -3.57539 6.45423 -4.42550
H -3.50639 9.88717 -0.30663
H -4.75236 8.56554 -0.26623
H -4.46329 9.25507 -1.73881
H -1.82860 8.30569 -1.13471
H -2.90583 7.53521 0.01573
H -3.18145 5.53268 -0.53528
H -3.24505 4.93850 -2.23814
H -1.02413 5.31063 -2.51594
H -0.68072 6.32232 -1.10921
H -0.90641 4.58811 -1.02719
H -1.78753 7.32923 -3.37410
H -3.09623 8.45437 -3.52000
H -4.64603 6.29506 -4.29709
H -3.12142 5.46333 -4.41445
H -3.54240 6.86812 -5.43333
*
```

The value obtained for the energy above the lowest of the compared OMol25 structures with the same formula, charge and spin is 874.3 kJ/mol. The value obtained for the strongest force on any atom is 3.190 eV/A. Its gap between HOMO and LUMO is 8.4 eV.